## 1
ORCA calculation (the ωB97M-V functional and the def2-TZVPD basis) on a cluster of 2 separate species, C4H12 in total.

XYZ file:
```
16
C4H12 | OMol25 | the ωB97M-V functional and the def2-TZVPD basis
C -0.7785 -1.1465 1.8818
C 0.1014 -0.1135 2.6358
H -1.4769 -1.6433 2.6095
H -1.4951 -0.7541 1.0260
H -0.0068 -1.8374 1.4793
H 0.6987 0.5535 2.0891
H 0.9218 -0.7947 3.0443
H -0.5497 0.4589 3.3469
C 0.4252 0.1873 -1.6794
C 0.2411 0.9872 -2.9419
H -0.1537 0.6195 -0.7170
H 0.3223 -0.8627 -1.5807
H 1.4633 0.3471 -1.3721
H -0.2147 2.0824 -2.6205
H -0.5842 0.6302 -3.7371
H 1.0858 1.2861 -3.4641
```

Results
Orbital gap ... 12.22 eV
Multiplicity ... 1
SMILES ... CC.CC
Lowest unoccupied orbital energy ... 1.1 eV
Molecular weight ... 60.14 g/mol

Atom charges from the Mulliken analysis, given in e for atoms 1 to 5: -0.722, -0.816, 0.290, 0.218, 0.229



## 2
ORCA calculation (the ωB97M-V functional and the def2-TZVPD basis) on a cluster of 2 separate species, C4H12 in total.

XYZ file:
```
16
C4H12 | OMol25 | the ωB97M-V functional and the def2-TZVPD basis
C 2.3401 0.2279 0.2801
C 2.5050 -1.1151 -0.4402
H 2.7189 0.1338 1.3070
H 3.0729 0.9753 -0.0411
H 1.3443 0.6449 0.2133
H 2.6553 -0.9661 -1.5094
H 1.6881 -1.7369 -0.0877
H 3.4271 -1.6435 -0.1845
C -2.7732 0.0968 0.6841
C -2.1004 0.7750 -0.5336
H -2.3897 -0.9206 0.7666
H -2.5024 0.6619 1.5685
H -3.8411 -0.0404 0.5415
H -1.0526 0.9568 -0.2989
H -2.1021 0.0683 -1.3641
H -2.6086 1.7018 -0.7854
```

Results
Orbital gap ... 12.73 eV
Multiplicity ... 1
SMILES ... CC.CC
Lowest unoccupied orbital energy ... 1.1 eV
Molecular weight ... 60.14 g/mol

Atom charges from the Mulliken analysis, given in e for atoms 1 to 5: -0.580, -0.804, 0.269, 0.292, 0.016



## 3
ORCA calculation (the ωB97M-V functional and the def2-TZVPD basis) on a cluster of 2 separate species, C4H12 in total.

XYZ file:
```
16
C4H12 | OMol25 | the ωB97M-V functional and the def2-TZVPD basis
C -1.8090 1.1637 1.1984
C -0.8504 2.0269 0.3883
H -2.3590 1.6580 1.9951
H -2.5344 0.6154 0.5904
H -1.2911 0.3119 1.6594
H -0.4128 1.4556 -0.4221
H -0.1641 2.5522 1.0428
H -1.4653 2.7778 -0.1215
C 1.4680 -2.1925 -1.2196
C 1.2942 -0.9387 -0.3728
H 0.7535 -2.2418 -2.0360
H 2.4463 -2.2769 -1.7029
H 1.3583 -3.0666 -0.5801
H 1.9083 -0.9449 0.5225
H 0.2558 -0.9015 -0.0329
H 1.4019 0.0014 -0.9091
```

Results
Orbital gap ... 12.70 eV
Multiplicity ... 1
SMILES ... CC.CC
Lowest unoccupied orbital energy ... 1.2 eV
Molecular weight ... 60.14 g/mol

Atom charges from the Mulliken analysis, given in e for atoms 1 to 5: -0.941, -0.665, 0.337, 0.287, 0.268



## 4
ORCA calculation (the ωB97M-V functional and the def2-TZVPD basis) on a cluster of 2 separate species, C4H12 in total.

XYZ file:
```
16
C4H12 | OMol25 | the ωB97M-V functional and the def2-TZVPD basis
C -1.1149 -2.2501 -1.1707
C -0.6651 -0.8570 -1.6485
H -0.3515 -3.0097 -1.0431
H -1.7260 -2.1891 -0.2633
H -1.8987 -2.6675 -1.8157
H -0.7615 -0.1808 -0.8154
H -1.2185 -0.6005 -2.5426
H 0.3790 -0.9118 -1.9541
C 0.4429 1.0268 1.6022
C 1.3544 2.1434 1.2201
H 0.1355 0.3593 0.8045
H 0.9610 0.3783 2.3242
H -0.4464 1.3429 2.1514
H 1.7768 2.8026 1.9781
H 0.8952 2.8260 0.4934
H 2.2378 1.7870 0.6796
```

Results
Orbital gap ... 12.68 eV
Multiplicity ... 1
SMILES ... CC.CC
Lowest unoccupied orbital energy ... 1.1 eV
Molecular weight ... 60.14 g/mol

Atom charges from the Mulliken analysis, given in e for atoms 1 to 5: -0.900, -0.528, 0.274, 0.288, 0.297



Which structure is the least stable? The one labeled 1.



## 1
ORCA calculation (the ωB97M-V functional and the def2-TZVPD basis) on a cluster of 2 separate species, C4H12 in total.

XYZ file:
```
16
C4H12 | OMol25 | the ωB97M-V functional and the def2-TZVPD basis
C -1.7737 0.1983 -0.0618
C -2.5952 1.2113 0.7328
H -2.0257 0.1329 -1.1173
H -0.7014 0.3975 0.0177
H -1.8396 -0.7899 0.4032
H -2.3139 2.2265 0.4507
H -2.4006 1.1083 1.7967
H -3.6531 1.1142 0.4940
C 1.3954 -0.5165 -0.3473
C 2.8952 -0.8242 -0.3434
H 1.2143 0.4089 0.1879
H 0.9911 -0.3759 -1.3468
H 0.9435 -1.4395 0.0132
H 3.1317 -1.7169 -0.9258
H 3.1839 -1.1372 0.6616
H 3.5481 0.0023 -0.6153
```

Results
Orbital gap ... 12.49 eV
Multiplicity ... 1
SMILES ... CC.CC
Lowest unoccupied orbital energy ... 1.1 eV
Molecular weight ... 60.14 g/mol

Atom charges from the Mulliken analysis, given in e for atoms 1 to 5: -0.335, -0.943, 0.338, -0.189, 0.272



## 2
ORCA calculation (the ωB97M-V functional and the def2-TZVPD basis) on a cluster of 2 separate species, C4H12 in total.

XYZ file:
```
16
C4H12 | OMol25 | the ωB97M-V functional and the def2-TZVPD basis
C 0.7449 0.1458 -2.3459
C -0.6230 -0.4953 -2.1545
H 0.8522 0.5271 -3.3623
H 0.8748 0.9346 -1.6116
H 1.6215 -0.5057 -2.4363
H -1.3759 0.2955 -2.1959
H -0.9411 -1.1759 -2.9438
H -0.5925 -1.0047 -1.1929
C -0.0214 0.2151 1.5039
C -0.1574 0.1431 3.0359
H -0.4770 1.0982 1.0663
H 1.0449 0.1116 1.2981
H -0.4415 -0.7169 1.1179
H 0.3342 0.9710 3.5546
H 0.3840 -0.7056 3.4483
H -1.2267 0.1621 3.2183
```

Results
Orbital gap ... 12.60 eV
Multiplicity ... 1
SMILES ... CC.CC
Lowest unoccupied orbital energy ... 1.1 eV
Molecular weight ... 60.14 g/mol

Atom charges from the Mulliken analysis, given in e for atoms 1 to 5: -0.889, -0.656, 0.335, 0.225, 0.297



## 3
ORCA calculation (the ωB97M-V functional and the def2-TZVPD basis) on a cluster of 2 separate species, C4H12 in total.

XYZ file:
```
16
C4H12 | OMol25 | the ωB97M-V functional and the def2-TZVPD basis
C -1.4188 0.7962 -2.5121
C -0.4394 0.8158 -1.3175
H -2.3810 0.4020 -2.2082
H -1.4798 1.7626 -3.0046
H -1.0509 0.0811 -3.2485
H -0.2864 1.8147 -0.9135
H -0.7541 0.1355 -0.5302
H 0.5388 0.4622 -1.6436
C 0.5545 -0.2307 2.2549
C 1.2965 -1.3502 1.5599
H 1.0580 0.1595 3.1369
H 0.3793 0.6754 1.6697
H -0.4225 -0.5385 2.6297
H 2.3537 -1.1721 1.3703
H 0.8239 -1.5565 0.5961
H 1.2281 -2.2569 2.1607
```

Results
Orbital gap ... 12.86 eV
Multiplicity ... 1
SMILES ... CC.CC
Lowest unoccupied orbital energy ... 1.2 eV
Molecular weight ... 60.14 g/mol

Atom charges from the Mulliken analysis, given in e for atoms 1 to 5: -0.889, -0.695, 0.278, 0.274, 0.254



## 4
ORCA calculation (the ωB97M-V functional and the def2-TZVPD basis) on a cluster of 2 separate species, C4H12 in total.

XYZ file:
```
16
C4H12 | OMol25 | the ωB97M-V functional and the def2-TZVPD basis
C -0.6333 -2.3657 0.9956
C 0.6462 -1.7181 0.5610
H -0.8852 -2.3196 2.0766
H -1.4846 -1.9180 0.3997
H -0.7052 -3.4293 0.7979
H 0.5153 -1.4853 -0.5064
H 1.5035 -2.3093 0.8625
H 0.7704 -0.7494 1.0487
C 0.1014 1.2860 -0.7300
C -0.0813 2.8059 -0.8305
H 0.1889 0.9226 0.3211
H -0.8465 0.8149 -0.9825
H 0.9671 0.9510 -1.2611
H -0.9472 3.0987 -0.1791
H 0.8579 3.2806 -0.5961
H -0.4323 3.1955 -1.7748
```

Results
Orbital gap ... 12.31 eV
Multiplicity ... 1
SMILES ... CC.CC
Lowest unoccupied orbital energy ... 1.1 eV
Molecular weight ... 60.14 g/mol

Atom charges from the Mulliken analysis, given in e for atoms 1 to 5: -0.835, -0.641, 0.275, 0.220, 0.297



Which structure is the least stable? The one labeled 4.



## 1
ORCA calculation (the ωB97M-V functional and the def2-TZVPD basis) on a cluster of 2 separate species, C4H12 in total.

XYZ file:
```
16
C4H12 | OMol25 | the ωB97M-V functional and the def2-TZVPD basis
C 0.7866 -1.9470 -0.2657
C 2.1825 -1.2394 -0.3201
H 0.1985 -1.3114 0.3871
H 0.3056 -2.0564 -1.2332
H 0.9037 -2.9805 0.0482
H 2.3665 -0.9467 -1.3495
H 2.9809 -1.8643 0.0709
H 2.1333 -0.3830 0.3485
C -1.8991 1.4514 -0.3380
C -1.0803 1.7309 0.9217
H -1.5528 1.9488 -1.2523
H -1.9332 0.4166 -0.6718
H -2.9119 1.8354 -0.2000
H -0.1856 2.3257 0.7451
H -0.7967 0.7541 1.3190
H -1.6195 2.2536 1.7090
```

Results
Orbital gap ... 12.93 eV
Multiplicity ... 1
SMILES ... CC.CC
Lowest unoccupied orbital energy ... 1.2 eV
Molecular weight ... 60.14 g/mol

Atom charges from the Mulliken analysis, given in e for atoms 1 to 5: -0.512, -0.795, -0.015, 0.260, 0.283



## 2
ORCA calculation (the ωB97M-V functional and the def2-TZVPD basis) on a cluster of 2 separate species, C4H12 in total.

XYZ file:
```
16
C4H12 | OMol25 | the ωB97M-V functional and the def2-TZVPD basis
C 1.1238 0.5463 1.9615
C 1.8136 0.8673 0.6437
H 0.7547 1.4385 2.4507
H 0.3293 -0.2016 1.9103
H 1.7633 0.0443 2.6977
H 1.7423 1.9238 0.3758
H 1.4610 0.3149 -0.2079
H 2.8855 0.7205 0.7422
C -2.0515 -0.3515 -1.6584
C -0.9085 -1.0633 -0.9647
H -1.9253 0.7384 -1.6204
H -2.0554 -0.5224 -2.7355
H -2.9898 -0.5842 -1.1636
H -0.8581 -0.8179 0.1038
H 0.1354 -0.9239 -1.2394
H -1.1015 -2.1412 -0.9588
```

Results
Orbital gap ... 12.70 eV
Multiplicity ... 1
SMILES ... CC.CC
Lowest unoccupied orbital energy ... 1.2 eV
Molecular weight ... 60.14 g/mol

Atom charges from the Mulliken analysis, given in e for atoms 1 to 5: -0.825, -0.573, 0.237, 0.263, 0.298



## 3
ORCA calculation (the ωB97M-V functional and the def2-TZVPD basis) on a cluster of 2 separate species, C4H12 in total.

XYZ file:
```
16
C4H12 | OMol25 | the ωB97M-V functional and the def2-TZVPD basis
C -0.7025 0.8256 1.5199
C -0.8271 0.2466 2.9055
H 0.2206 0.6998 0.9016
H -1.4388 0.5381 0.7490
H -0.7410 1.9741 1.5013
H -0.3453 -0.6103 2.9314
H -0.3835 0.9607 3.6310
H -1.8565 0.0579 3.0495
C 0.6148 -1.0426 -2.6941
C 0.9680 -0.0023 -1.6185
H 1.0100 -0.8682 -3.6871
H 0.9401 -2.1624 -2.3795
H -0.4944 -1.3416 -2.7546
H 1.0369 0.9711 -2.1527
H 1.8342 -0.3338 -0.9473
H 0.1645 0.0873 -0.9556
```

Results
Orbital gap ... 12.28 eV
Multiplicity ... 1
SMILES ... CC.CC
Lowest unoccupied orbital energy ... 1.1 eV
Molecular weight ... 60.14 g/mol

Atom charges from the Mulliken analysis, given in e for atoms 1 to 5: -0.633, -0.927, 0.103, 0.302, 0.264



## 4
ORCA calculation (the ωB97M-V functional and the def2-TZVPD basis) on a cluster of 2 separate species, C4H12 in total.

XYZ file:
```
16
C4H12 | OMol25 | the ωB97M-V functional and the def2-TZVPD basis
C 1.8965 1.5556 0.8177
C 1.8112 1.9980 -0.6200
H 0.9131 1.6483 1.3015
H 1.9565 0.4624 0.9996
H 2.6132 1.9980 1.5052
H 2.6768 1.4908 -1.0507
H 1.8801 3.0762 -0.7728
H 0.8448 1.7889 -1.0820
C -1.0765 -1.8675 0.0523
C -2.5542 -1.5946 -0.2464
H -0.6407 -0.9092 0.3510
H -1.0107 -2.7674 0.6644
H -0.3963 -2.0746 -0.7713
H -2.9473 -2.4704 -0.7793
H -2.6520 -0.7269 -0.9021
H -3.3144 -1.6075 0.5327
```

Results
Orbital gap ... 12.11 eV
Multiplicity ... 1
SMILES ... CC.CC
Lowest unoccupied orbital energy ... 1.1 eV
Molecular weight ... 60.14 g/mol

Atom charges from the Mulliken analysis, given in e for atoms 1 to 5: -0.905, -0.714, 0.267, 0.268, 0.332



Which structure is the least stable? The one labeled 3.